No. 1
ORCA calculation (wB97M-V/def2-TZVPD) on the ion C7H15N2S with charge +1 at a distorted geometry.

- HOMO: -11.345 eV
- Charge: +1
- Orbital gap: 8.29 eV
- Energy relative to the best compared isomer or geometry (same formula, charge and spin): 550.0 kJ/mol
- Largest force on an atom: 0.076 Eh/bohr
- SMILES: C#CSNCCC[NH+](C)C

Last column: Mulliken charge in e.
CARTESIAN COORDINATES (ANGSTROEM)
C: -4.66 -2.08 0.23  -0.037
C: -4.39 -0.91 0.07  -0.296
S: -4.30 0.79 0.21  -0.073
N: -2.78 0.75 -0.52  -0.288
C: -1.60 1.07 0.19  -0.747
C: -0.41 0.43 -0.52  -0.541
C: 0.81 0.64 0.30  -0.628
N: 2.13 -0.01 -0.15  -0.030
C: 3.36 0.61 0.55  -0.809
C: 2.03 -1.50 -0.20  -0.853
H: -4.66 -3.10 -0.02  0.376
H: -2.63 1.05 -1.48  0.218
H: -1.84 0.58 1.10  0.452
H: -1.59 2.20 0.20  0.275
H: -0.18 0.88 -1.42  0.441
H: -0.51 -0.68 -0.71  0.330
H: 1.13 1.78 0.36  0.274
H: 0.79 0.25 1.28  0.424
H: 2.11 0.23 -1.08  0.302
H: 3.55 0.41 1.64  0.355
H: 4.19 0.27 0.07  0.430
H: 3.15 1.60 0.63  0.336
H: 2.49 -1.81 0.73  0.343
H: 1.04 -1.66 -0.51  0.354
H: 2.75 -1.80 -0.97  0.391

---

No. 2
ORCA calculation (wB97M-V/def2-TZVPD) on a cluster of 2 separate species, C4H12O5PS in total at a distorted geometry.

- HOMO: -2.469 eV
- Charge: -1
- Orbital gap: 4.33 eV
- Largest force on an atom: 0.062 Eh/bohr

Last column: Mulliken charge in e.
CARTESIAN COORDINATES (ANGSTROEM)
C: 2.90 0.31 0.71  -0.583
O: 2.56 1.74 0.67  -0.363
C: 1.19 1.98 0.21  -0.377
C: 0.08 0.90 0.74  -0.397
C: -1.49 1.43 0.62  -0.552
P: -2.62 -0.15 0.70  0.126
H: 4.08 0.25 0.53  0.202
H: 2.73 -0.15 1.79  0.188
H: 2.42 -0.33 -0.14  0.334
H: 0.88 3.09 0.53  0.255
H: 1.17 1.99 -0.98  0.282
H: 0.28 0.53 1.83  0.256
H: 0.16 -0.04 0.01  0.201
H: -1.70 2.16 1.54  0.385
H: -1.67 2.02 -0.40  0.370
H: -3.56 -0.20 -0.41  0.197
H: -1.71 -1.30 0.63  0.235
H: -3.40 -0.22 1.91  0.115
O: -0.23 -2.97 -3.55  -0.767
S: -0.46 -2.81 -2.10  1.114
O: -0.68 -1.38 -1.80  -0.676
O: 0.72 -3.28 -1.36  -0.761
O: -1.64 -3.59 -1.70  -0.783

---

No. 3
ORCA calculation (wB97M-V/def2-TZVPD) on the molecule C5H8O.

- HOMO: -8.515 eV
- Charge: 0
- Orbital gap: 9.61 eV
- Energy relative to the best compared isomer or geometry (same formula, charge and spin): 92.9 kJ/mol
- Largest force on an atom: 0.005 Eh/bohr
- SMILES: C[C@@H]1C=COC1

Last column: Mulliken charge in e.
CARTESIAN COORDINATES (ANGSTROEM)
C: 0.04 1.14 1.16  -1.356
C: 0.11 0.61 -0.28  0.343
C: -1.14 -0.17 -0.64  -0.392
C: -0.87 -1.46 -0.51  -0.384
O: 0.43 -1.75 -0.23  -0.392
C: 1.15 -0.52 -0.44  -0.517
H: -0.03 0.30 1.86  0.323
H: 0.93 1.72 1.41  0.340
H: -0.84 1.77 1.30  0.370
H: 0.32 1.43 -0.98  0.316
H: -2.11 0.26 -0.87  0.370
H: -1.52 -2.32 -0.58  0.416
H: 1.98 -0.48 0.27  0.288
H: 1.55 -0.54 -1.47  0.276

---

No. 4
ORCA calculation (wB97M-V/def2-TZVPD) on a cluster of 11 separate species, C22H16Cl40I2NO2 in total at a distorted geometry.

- HOMO: -11.853 eV
- Charge: +1
- Orbital gap: 7.45 eV
- Largest force on an atom: 0.020 Eh/bohr

Last column: Mulliken charge in e.
CARTESIAN COORDINATES (ANGSTROEM)
C: 0.77 0.12 0.75  -1.244
C: -0.72 -0.25 0.68  -0.220
I: -1.79 0.57 2.36  0.122
C: -1.42 0.07 -0.66  -0.266
C: -1.85 1.49 -0.79  0.819
C: -0.88 2.49 -0.75  -0.728
C: -1.22 3.83 -0.85  0.136
C: -0.14 4.88 -0.77  0.146
O: 0.99 4.59 -0.89  -0.439
O: -0.57 6.15 -0.60  -0.513
C: -2.55 4.17 -1.02  -0.632
C: -3.49 3.16 -1.05  -1.512
N: -3.14 1.86 -0.94  0.783
C: -4.26 0.88 -0.99  -1.149
C: -5.11 0.95 0.29  0.361
C: -6.43 1.71 0.12  -0.749
I: -5.40 -1.00 1.13  0.076
H: 1.29 -0.63 1.34  0.132
H: 0.89 1.09 1.21  0.404
H: 1.19 0.19 -0.25  0.465
H: -0.79 -1.33 0.79  0.557
H: -0.67 -0.11 -1.44  0.486
H: -2.20 -0.66 -0.83  -0.452
H: 0.17 2.25 -0.64  0.829
H: -0.96 6.25 0.28  0.369
H: -2.88 5.19 -1.13  0.677
H: -4.53 3.41 -1.17  0.954
H: -3.94 -0.12 -1.25  0.649
H: -4.89 1.22 -1.81  0.409
H: -4.54 1.51 1.03  -0.084
H: -7.14 1.45 0.90  -0.025
H: -6.86 1.59 -0.87  0.330
H: -6.22 2.77 0.26  0.332
C: 3.97 -2.65 0.78  0.210
Cl: 3.57 -1.76 2.26  -0.156
Cl: 5.18 -1.74 -0.12  -0.016
Cl: 4.58 -4.25 1.21  -0.077
Cl: 2.51 -2.83 -0.21  0.019
C: -6.04 2.94 4.13  0.236
Cl: -7.64 3.40 3.53  -0.034
Cl: -6.01 1.20 4.40  -0.064
Cl: -4.80 3.39 2.93  -0.056
Cl: -5.69 3.79 5.63  -0.077
C: -3.65 3.33 -5.53  0.334
Cl: -4.88 2.39 -6.36  -0.088
Cl: -3.94 3.25 -3.77  -0.010
Cl: -2.05 2.66 -5.87  -0.093
Cl: -3.72 5.01 -6.05  -0.082
C: 6.72 2.40 0.07  0.242
Cl: 6.06 4.04 0.07  -0.108
Cl: 8.21 2.34 1.01  0.013
Cl: 5.55 1.29 0.79  -0.033
Cl: 7.06 1.90 -1.59  -0.105
C: -1.62 -4.13 -1.43  0.245
Cl: -2.69 -4.25 -2.81  -0.047
Cl: -0.20 -3.15 -1.87  -0.076
Cl: -2.47 -3.34 -0.08  -0.067
Cl: -1.09 -5.73 -0.93  -0.081
C: 11.18 0.06 2.58  0.290
Cl: 10.56 1.70 2.80  -0.108
Cl: 12.64 -0.15 3.55  -0.098
Cl: 9.95 -1.10 3.08  0.001
Cl: 11.56 -0.18 0.88  -0.080
C: 9.11 -3.61 -0.81  0.253
Cl: 8.48 -1.96 -0.87  -0.048
Cl: 10.59 -3.64 0.15  -0.057
Cl: 7.91 -4.67 -0.07  -0.070
Cl: 9.45 -4.16 -2.45  -0.095
C: -1.31 -6.24 -6.17  0.324
Cl: -3.07 -6.28 -6.03  -0.111
Cl: -0.86 -5.69 -7.79  -0.093
Cl: -0.65 -5.12 -4.97  -0.021
Cl: -0.65 -7.85 -5.90  -0.089
C: -10.51 0.60 3.10  0.260
Cl: -11.66 -0.25 2.07  -0.087
Cl: -10.90 0.31 4.80  -0.084
Cl: -8.88 -0.01 2.77  -0.027
Cl: -10.58 2.33 2.77  -0.111
C: 8.01 -4.67 4.78  0.249
Cl: 8.15 -4.28 3.06  0.049
Cl: 8.36 -6.38 5.03  -0.099
Cl: 9.15 -3.69 5.70  -0.099
Cl: 6.36 -4.32 5.32  -0.096

---

No. 5
ORCA calculation (wB97M-V/def2-TZVPD) on a cluster of 2 separate species, C21H27N4 in total at a distorted geometry.

- HOMO: -10.484 eV
- Charge: +1
- Orbital gap: 5.97 eV
- Energy relative to the best compared isomer or geometry (same formula, charge and spin): 164.9 kJ/mol
- Largest force on an atom: 0.036 Eh/bohr

Last column: Mulliken charge in e.
CARTESIAN COORDINATES (ANGSTROEM)
C: 5.30 -3.01 1.26  -0.988
N: 3.94 -3.09 1.75  0.078
C: 3.70 -4.02 2.84  -0.790
C: 2.94 -2.33 1.19  1.130
C: 1.64 -2.87 1.02  -0.639
C: 0.72 -2.20 0.24  -0.725
C: 0.92 -0.86 -0.18  0.219
C: -0.17 -0.21 -0.84  -0.102
C: -0.48 1.17 -0.72  0.612
C: -1.48 1.73 -1.57  -0.714
C: -1.80 3.07 -1.52  -0.410
C: -1.13 3.94 -0.62  -0.309
N: -1.31 5.32 -0.73  0.207
C: -2.20 6.08 0.13  -0.889
C: -0.57 6.09 -1.71  -0.863
C: -0.23 3.37 0.32  -0.480
C: 0.10 2.03 0.27  -0.532
C: 2.21 -0.28 0.08  -0.671
C: 3.21 -1.03 0.68  -0.514
H: 5.31 -3.04 0.16  0.348
H: 5.80 -2.08 1.57  0.316
H: 5.86 -3.86 1.64  0.337
H: 2.68 -4.43 2.78  0.282
H: 4.43 -4.83 2.77  0.286
H: 3.81 -3.53 3.82  0.287
H: 1.39 -3.85 1.43  0.211
H: -0.22 -2.67 -0.02  0.313
H: -0.66 -0.77 -1.64  0.361
H: -1.98 1.08 -2.28  0.382
H: -2.56 3.50 -2.18  0.464
H: -3.10 5.49 0.36  0.293
H: -1.71 6.36 1.08  0.284
H: -2.49 7.00 -0.40  0.325
H: -0.44 5.51 -2.63  0.306
H: -1.12 7.01 -1.92  0.303
H: 0.43 6.36 -1.33  0.271
H: 0.23 4.03 1.06  0.448
H: 0.80 1.62 0.99  0.683
H: 2.41 0.74 -0.23  0.626
H: 4.21 -0.62 0.81  0.297
C: -2.59 -3.77 -2.04  -1.380
C: -2.89 -2.78 -0.99  0.443
N: -2.17 -1.75 -0.54  0.025
C: -2.90 -1.19 0.49  -0.438
C: -4.08 -1.87 0.65  -0.714
N: -4.05 -2.87 -0.30  -0.059
H: -1.63 -3.51 -2.51  0.274
H: -2.53 -4.78 -1.61  0.333
H: -3.38 -3.76 -2.80  0.415
H: -2.54 -0.35 1.06  0.424
H: -4.89 -1.72 1.34  0.425
H: -4.77 -3.58 -0.47  0.212

---

No. 6
ORCA calculation (wB97M-V/def2-TZVPD) on a structure of composition C42H36Cl2GeI2KN8O2S at a distorted geometry.

- HOMO (spin up / spin down): -2.787 / -2.787 eV
- Charge: -2
- Orbital gap (spin up / spin down): 6.55 / 5.88 eV
- Energy relative to the best compared isomer or geometry (same formula, charge and spin): 259.2 kJ/mol
- Largest force on an atom: 0.033 Eh/bohr
- <S²>: 0.75
- Multiplicity: 2

Last column: Mulliken spin population.
CARTESIAN COORDINATES (ANGSTROEM)
K: -2.04 0.71 -0.29  0.043
Cl: -5.72 -1.64 2.34  0.000
C: -4.66 -2.54 1.30  0.001
C: -4.72 -3.93 1.34  0.000
C: -3.91 -4.69 0.54  0.001
Cl: -4.03 -6.44 0.61  0.000
C: -2.98 -4.07 -0.34  -0.003
C: -2.11 -4.79 -1.19  0.000
C: -1.24 -4.11 -1.99  0.033
C: -1.23 -2.71 -1.93  0.033
N: -2.02 -2.01 -1.16  -0.027
C: -2.91 -2.66 -0.37  0.009
C: -3.80 -1.82 0.44  -0.008
O: -3.77 -0.56 0.36  -0.001
H: -5.41 -4.41 2.01  0.000
H: -2.14 -5.87 -1.19  0.000
H: -0.55 -4.63 -2.65  0.001
H: -0.53 -2.15 -2.55  -0.028
N: -1.86 1.52 -3.46  0.014
N: -2.72 2.64 -3.61  0.007
C: -2.37 3.86 -3.13  0.000
N: -3.42 4.70 -2.95  0.000
S: -0.79 4.33 -2.88  -0.001
H: -1.24 1.46 -4.26  0.006
H: -2.46 0.70 -3.45  0.005
H: -3.70 2.42 -3.61  -0.001
H: -4.35 4.35 -2.72  0.000
H: -3.18 5.58 -2.52  0.000
I: -5.47 1.45 -1.97  0.000
I: -6.61 4.51 -1.89  0.000
C: 0.75 2.01 6.62  0.000
C: 0.26 2.44 5.27  0.000
C: 1.08 3.16 4.42  0.000
C: 0.69 3.46 3.12  0.000
C: 1.69 4.14 2.22  0.000
C: -0.58 3.05 2.68  0.001
C: -0.93 3.29 1.27  0.001
O: -1.94 2.91 0.71  -0.002
C: -1.44 2.34 3.54  0.000
C: -2.79 1.83 3.13  0.000
C: -0.99 2.05 4.82  0.001
H: 1.54 2.67 6.99  0.000
H: 1.17 1.00 6.56  0.000
H: -0.06 1.98 7.35  0.000
H: 2.08 3.43 4.74  0.000
H: 2.60 4.35 2.77  0.000
H: 1.31 5.08 1.81  0.000
H: 1.95 3.50 1.37  0.000
H: -0.19 3.85 0.68  -0.001
H: -3.42 2.62 2.72  0.000
H: -3.30 1.38 3.99  0.000
H: -2.72 1.06 2.35  0.000
H: -1.63 1.47 5.48  0.000
C: 2.48 2.04 -2.89  0.066
Ge: 1.85 0.33 -2.15  0.730
C: 1.93 -0.97 -3.65  0.071
C: 0.90 -1.12 -4.57  0.017
C: 1.00 -2.02 -5.63  0.006
C: 2.15 -2.79 -5.78  0.013
C: 3.18 -2.66 -4.86  -0.002
C: 3.07 -1.76 -3.81  0.034
C: 3.22 -0.29 -0.88  0.216
C: 4.39 0.40 -0.75  -0.042
C: 5.39 0.01 0.18  -0.006
C: 5.19 -1.07 0.98  0.021
C: 3.98 -1.81 0.91  -0.010
C: 3.72 -2.89 1.78  0.000
C: 2.53 -3.57 1.73  0.000
C: 1.55 -3.19 0.79  0.029
C: 1.78 -2.15 -0.07  -0.188
C: 2.99 -1.42 -0.03  -0.143
H: 3.44 1.85 -3.37  0.025
H: 2.59 2.79 -2.11  -0.001
H: 1.76 2.41 -3.62  -0.021
H: -0.01 -0.55 -4.46  -0.007
H: 0.18 -2.12 -6.33  -0.001
H: 2.23 -3.49 -6.60  0.001
H: 4.08 -3.26 -4.97  -0.002
H: 3.88 -1.69 -3.09  -0.003
H: 4.58 1.28 -1.36  0.002
H: 6.30 0.59 0.26  -0.001
H: 5.93 -1.36 1.72  -0.001
H: 4.47 -3.16 2.51  0.000
H: 2.33 -4.37 2.42  0.000
H: 0.60 -3.71 0.76  0.000
H: 1.00 -1.85 -0.76  0.139
N: -4.33 -1.30 -3.15  0.000
C: -4.72 -0.36 -2.61  0.000
N: 0.46 0.91 0.68  -0.093
C: 0.99 0.53 1.65  0.059
C: 1.61 0.10 2.83  0.008
C: 2.86 0.65 3.19  -0.001
N: 3.87 1.09 3.51  0.003
C: 0.96 -0.80 3.70  -0.001
N: 0.45 -1.52 4.45  0.003

---

No. 7
ORCA calculation (wB97M-V/def2-TZVPD) on the molecule C3H5O3PS at a distorted geometry.

- HOMO: -8.626 eV
- Charge: 0
- Orbital gap: 8.93 eV
- Energy relative to the best compared isomer or geometry (same formula, charge and spin): 75.1 kJ/mol
- Largest force on an atom: 0.140 Eh/bohr
- SMILES: CC#CSP(=O)(O)O

Last column: Mulliken charge in e.
CARTESIAN COORDINATES (ANGSTROEM)
C: -2.92 0.21 0.06  -1.287
C: -1.57 0.72 0.01  0.991
C: -0.49 1.23 -0.10  -0.407
S: 1.16 1.65 -0.27  -0.298
P: 1.69 -0.38 -0.01  0.945
O: 0.53 -1.20 -0.32  -0.558
O: 3.05 -0.41 -0.84  -0.507
O: 2.20 -0.52 1.49  -0.424
H: -3.49 0.83 -0.53  0.319
H: -2.98 -0.81 -0.30  0.292
H: -3.09 0.18 1.11  0.308
H: 2.96 -0.58 -1.80  0.355
H: 2.95 -0.95 1.50  0.270

---

No. 8
ORCA calculation (wB97M-V/def2-TZVPD) on a cluster of 2 separate species, C4H4NO in total at a distorted geometry.

- HOMO (spin up / spin down): -14.618 / -14.618 eV
- Charge: +1
- Orbital gap (spin up / spin down): 8.33 / 8.33 eV
- Energy relative to the best compared isomer or geometry (same formula, charge and spin): 212.0 kJ/mol
- Largest force on an atom: 0.094 Eh/bohr

Last column: Mulliken charge in e.
CARTESIAN COORDINATES (ANGSTROEM)
C: 1.43 0.93 2.22  -0.167
C: 2.75 0.96 2.12  0.683
C: 0.58 -0.05 -0.90  -0.054
C: 0.19 0.67 2.16  -0.055
N: -0.19 -0.02 0.04  -0.327
O: 3.86 1.08 2.04  -0.115
H: 0.32 -0.55 -1.94  0.258
H: 1.67 0.18 -0.73  0.112
H: -0.73 0.96 2.66  0.402
H: -1.22 -0.22 -0.01  0.262